C40H63N2O2RhSe | ωB97M-V with the def2-TZVPD basis set

Results
LUMO (spin up / spin down) in eV: 0.48 / -2.22
HOMO energy (spin up / spin down) in eV: -7.2 / -6.9
⟨S²⟩: 6.0226
Max |F| in eV Å⁻¹: 2.66
Spin multiplicity: 5
Orbital gap (spin up / spin down) in eV: 7.649 / 4.683
E_tot in Ha: -4333.81460

Each line ends with the Mulliken charge.
Atoms and positions in Å:
H  0.24  -5.21  0.11  0.3863
H  -1.82  -5.88  -3.60  0.3934
H  4.28  -2.78  3.52  0.3454
Rh  -0.87  -0.96  -1.70  0.7588
C  1.77  -0.68  0.40  -0.5824
H  -0.69  -6.70  -0.08  0.4165
H  0.30  0.69  4.88  0.3335
H  5.20  2.54  -3.26  0.3199
H  -6.36  1.02  -0.03  0.2631
C  -0.66  -0.62  3.40  2.5784
H  5.60  0.23  1.70  0.2861
H  -1.55  -1.88  4.92  0.4793
C  0.52  1.85  -1.96  1.3235
C  0.53  3.28  -1.97  -0.3457
H  -6.22  1.87  -1.57  0.3733
H  -2.05  0.25  1.97  0.3217
C  1.73  3.95  -1.98  0.4461
N  -3.21  -0.78  -1.64  -0.0992
C  -1.70  3.64  -3.08  -1.6981
H  -3.90  -2.92  0.65  0.5008
H  5.37  2.67  -0.72  0.3310
Se  1.84  -0.69  -1.54  0.0759
H  -7.06  -0.49  -1.87  0.3740
C  -6.26  -2.30  -0.34  -0.7843
C  -0.80  4.02  -1.89  2.2500
C  3.03  -0.63  2.44  -0.6332
C  -4.04  -1.56  -1.05  0.6697
H  -0.86  3.87  0.27  0.3092
H  -2.39  -2.56  -0.21  -0.0370
H  5.33  0.68  4.64  0.4787
C  4.29  4.06  -2.00  2.1817
H  -7.22  -2.35  -0.86  0.3951
N  -5.39  -1.40  -1.07  0.1808
C  -1.48  3.60  -0.58  -1.5326
H  0.60  -7.25  -2.24  0.3984
H  -1.46  0.71  4.91  0.4652
H  4.45  3.85  -4.16  0.3815
H  -1.87  -7.15  -2.38  0.4035
H  4.64  4.02  0.14  0.3762
C  5.03  3.61  -3.27  -1.7039
H  -1.87  2.57  -3.10  0.1432
C  -5.83  1.05  -0.98  -0.7175
C  4.33  -0.63  3.23  1.8640
H  4.30  1.52  3.48  0.3296
H  -2.74  -5.64  -2.11  0.2612
H  -7.10  -0.97  1.16  0.3378
H  3.54  -1.88  4.84  0.3125
C  -3.46  -2.74  -0.33  -0.9728
C  -0.65  -1.86  4.30  -1.7976
H  -2.80  -0.50  3.39  0.6524
H  0.73  -6.01  -3.51  0.4002
H  -1.63  6.01  -1.81  0.4343
C  1.81  -0.63  3.12  -0.4215
H  3.88  -0.61  0.46  0.4838
H  1.72  5.02  -2.02  0.6788
H  6.10  4.27  -0.83  0.4820
C  -0.57  -2.85  -2.42  -0.7571
C  -0.53  -4.04  -2.16  -0.2458
H  -0.06  5.88  -1.02  0.4069
O  -0.57  1.17  -2.04  -1.0582
C  -0.64  5.54  -1.88  -2.3674
H  3.58  0.65  4.83  0.3283
C  -0.58  -5.48  -1.87  2.0241
H  5.30  -1.92  4.68  0.4752
C  -1.83  -6.07  -2.53  -1.5114
H  0.21  -1.89  4.95  0.3286
H  1.56  -5.79  -1.96  0.3740
C  -5.99  -0.27  -1.74  -1.0509
H  -2.14  -1.51  2.10  0.2525
H  5.08  6.06  -2.12  0.4355
C  2.97  1.92  -1.82  -0.5854
H  -6.99  -2.66  1.66  0.3853
C  4.36  -1.88  4.13  -1.6659
H  -1.24  3.95  -4.01  0.3245
H  -0.17  5.90  -2.79  0.4444
C  5.57  -0.65  2.33  -2.0309
C  2.97  3.31  -1.93  -0.7858
C  0.66  -6.17  -2.43  -1.7649
C  4.11  5.58  -2.06  -2.2304
H  -5.56  -0.17  -2.74  0.4967
H  5.57  -1.54  1.71  0.3795
C  -1.99  -0.59  2.66  -2.4881
H  -1.63  2.52  -0.56  0.1132
H  -2.66  4.15  -2.99  0.4907
H  -2.45  4.08  -0.48  0.4803
C  -0.64  -5.65  -0.35  -1.3986
H  3.89  1.37  -1.72  0.3612
H  -3.57  -3.63  -0.94  0.2905
H  1.84  -0.61  4.20  0.2418
C  2.99  -0.64  1.06  0.0843
H  6.46  -0.67  2.95  0.4491
H  -3.58  0.00  -2.17  0.0254
C  0.52  -0.73  1.07  1.3439
H  3.53  5.88  -2.93  0.4154
H  -0.58  1.53  3.61  0.3718
H  -0.65  -2.76  3.69  0.3215
H  -1.52  -5.15  0.06  0.1968
C  -0.59  0.66  4.26  -1.7813
C  4.39  0.64  4.10  -1.6484
C  1.78  1.22  -1.82  -0.5933
O  -0.59  -0.83  0.44  -0.1887
H  -5.83  -3.31  -0.36  0.3651
H  -5.54  -1.65  1.60  0.1125
C  -6.49  -1.86  1.11  -0.8710
C  0.58  -0.66  2.50  -0.3919
H  6.00  4.11  -3.35  0.4603
H  -4.78  1.24  -0.77  0.1238
H  3.62  5.94  -1.16  0.4017
C  5.16  3.73  -0.78  -1.7406